Entry 1:
Entry from the OMol25 dataset: a gas-phase ion, C19H40ClN2O2 (charge +1) at a distorted geometry (wB97M-V/def2-TZVPD).

HOMO   -0.4798 Ha
Charge   +1

Each line ends with the Löwdin charge.
Geometry (Å):
C: 2.17 -1.86 3.50  -0.092
C: 1.36 -1.52 2.16  -0.240
C: 1.43 -2.80 1.27  -0.176
C: 0.54 -2.79 -0.03  -0.265
C: -0.90 -2.33 0.36  -0.050
C: 1.16 -2.10 -1.29  -0.181
N: 2.63 -2.40 -1.33  0.009
C: 3.44 -1.29 -0.83  -0.193
C: 3.23 0.08 -1.60  -0.559
Cl: 4.65 0.33 -2.71  0.670
N: 1.96 -0.03 -2.36  0.089
C: 0.82 -0.58 -1.51  -0.337
C: -0.43 -0.43 -2.47  -0.136
O: -1.64 -0.31 -1.76  -0.184
C: -2.78 -0.52 -2.61  -0.222
C: -3.73 0.74 -2.63  -0.058
O: 0.71 0.17 -0.34  -0.048
C: 0.42 1.55 -0.56  -0.160
C: 0.49 2.29 0.83  -0.295
C: 0.29 3.83 0.57  -0.056
C: -0.51 1.72 1.89  -0.151
C: -1.96 2.31 1.83  -0.363
C: -2.70 1.78 3.14  -0.069
C: -2.74 1.71 0.59  -0.069
H: 1.53 -1.76 4.40  0.073
H: 3.12 -1.29 3.57  0.069
H: 2.47 -2.93 3.46  0.068
H: 0.35 -1.24 2.49  0.089
H: 1.88 -0.64 1.73  0.082
H: 2.50 -3.03 1.10  0.107
H: 1.04 -3.63 1.90  0.125
H: 0.44 -3.87 -0.31  0.146
H: -1.27 -3.01 1.16  0.101
H: -1.60 -2.46 -0.49  0.083
H: -0.96 -1.31 0.77  0.054
H: 0.75 -2.63 -2.18  0.155
H: 2.90 -2.60 -2.29  0.119
H: 4.50 -1.58 -0.99  0.115
H: 3.34 -1.13 0.26  0.114
H: 3.16 0.93 -0.89  0.125
H: 1.71 0.85 -2.81  0.165
H: 2.04 -0.70 -3.14  0.180
H: -0.33 0.49 -3.11  0.147
H: -0.51 -1.28 -3.18  0.138
H: -3.31 -1.43 -2.27  0.128
H: -2.50 -0.70 -3.67  0.118
H: -4.50 0.67 -1.84  0.076
H: -3.16 1.68 -2.64  0.076
H: -4.27 0.67 -3.61  0.082
H: 1.16 2.08 -1.21  0.132
H: -0.58 1.76 -0.97  0.119
H: 1.52 2.16 1.20  0.133
H: -0.44 4.03 -0.24  0.088
H: 1.25 4.34 0.33  0.082
H: -0.09 4.29 1.50  0.084
H: -0.11 2.00 2.89  0.125
H: -0.61 0.62 1.79  0.089
H: -2.00 3.41 1.87  0.116
H: -1.94 1.44 3.87  0.071
H: -3.42 0.97 2.90  0.072
H: -3.26 2.62 3.60  0.078
H: -2.23 0.76 0.32  0.062
H: -2.71 2.43 -0.25  0.075
H: -3.77 1.44 0.87  0.077

---

Entry 2:
Entry from the OMol25 dataset: a molecular structure, C19H40FHgNO5S2Si (wB97M-V/def2-TZVPD).

HOMO (spin up / spin down)   -0.1213 / -0.1938 Ha
Charge   -1
Multiplicity   2

Each line ends with the Löwdin charge.
Geometry (Å):
Hg: -1.35 -1.79 -0.05  0.746
C: -4.53 -3.69 -0.68  -0.124
O: -4.14 -2.91 -1.80  -0.237
C: -4.95 -1.77 -1.99  -0.209
C: -4.76 -0.67 -0.96  -0.233
O: -3.65 0.14 -1.32  -0.228
C: -3.46 1.18 -0.38  -0.143
H: -5.60 -3.94 -0.74  0.081
H: -4.31 -3.18 0.26  0.052
H: -3.95 -4.62 -0.72  0.084
H: -6.00 -2.08 -2.00  0.115
H: -4.69 -1.37 -2.97  0.121
H: -4.59 -1.08 0.04  0.093
H: -5.67 -0.05 -0.94  0.121
H: -4.37 1.79 -0.30  0.081
H: -2.63 1.79 -0.71  0.062
H: -3.23 0.76 0.61  0.069
C: -0.82 0.27 3.30  -0.041
C: 0.68 0.03 3.42  -0.653
C: 1.03 -1.43 3.16  -0.041
C: 1.17 0.44 4.80  -0.043
O: 1.36 0.90 2.51  -0.150
Si: 1.70 0.75 0.90  -0.134
S: 0.10 0.37 -0.34  0.273
O: 2.93 -0.36 0.84  -0.150
C: 3.53 -1.03 -0.26  -0.661
C: 4.90 -1.48 0.25  -0.041
C: 2.70 -2.25 -0.64  -0.044
C: 3.70 -0.09 -1.45  -0.044
O: 2.47 2.17 0.55  -0.150
C: 1.96 3.48 0.32  -0.667
C: 0.73 3.75 1.17  -0.045
C: 3.09 4.43 0.71  -0.040
C: 1.64 3.63 -1.17  -0.041
H: -1.37 -0.33 4.04  0.088
H: -1.19 0.00 2.32  0.019
H: -1.04 1.33 3.48  0.087
H: 0.58 -2.07 3.93  0.088
H: 2.11 -1.57 3.17  0.084
H: 0.65 -1.76 2.19  0.043
H: 0.67 -0.14 5.58  0.081
H: 0.98 1.50 4.97  0.081
H: 2.25 0.27 4.88  0.083
H: 4.78 -2.11 1.13  0.082
H: 5.50 -0.61 0.53  0.084
H: 5.44 -2.04 -0.52  0.080
H: 2.60 -2.92 0.21  0.086
H: 3.17 -2.80 -1.46  0.083
H: 1.70 -1.94 -0.95  0.024
H: 4.24 0.81 -1.14  0.084
H: 2.73 0.21 -1.84  0.059
H: 4.26 -0.58 -2.24  0.083
H: 0.95 3.57 2.22  0.084
H: -0.09 3.09 0.88  0.059
H: 0.40 4.78 1.04  0.084
H: 3.32 4.31 1.77  0.085
H: 2.80 5.47 0.53  0.080
H: 3.99 4.20 0.14  0.081
H: 0.87 2.92 -1.46  0.048
H: 2.54 3.42 -1.76  0.084
H: 1.30 4.64 -1.38  0.081
F: -2.99 -1.71 1.41  -0.680
S: -0.99 -0.28 -5.25  0.965
C: -2.00 -1.65 -5.41  -0.429
C: -2.03 -2.33 -4.23  -0.264
N: -1.27 -1.79 -3.22  -0.026
C: -0.67 -0.71 -3.62  -0.508
H: -2.52 -1.88 -6.33  0.053
H: -2.61 -3.21 -4.03  0.100
H: -0.04 -0.11 -2.98  0.004